[1]
# C7H12

A single C7H12 molecule (ωB97M-V/def2-TZVPD, OMol25).

XYZ file:
```
19
Properties=species:S:1:pos:R:3
C -2.75 -0.38 -0.97
C -1.68 -0.21 -0.18
C -0.43 0.36 -0.69
C -0.20 0.85 -1.92
C 0.51 0.92 0.44
C 0.83 -0.20 1.44
C 2.10 -0.95 1.02
H -2.95 0.07 -1.94
H -3.54 -0.99 -0.55
H -1.94 -0.31 0.87
H 0.44 1.70 -2.10
H -0.50 0.32 -2.83
H 0.16 1.86 0.88
H 1.41 1.17 -0.12
H 1.00 0.35 2.38
H 0.12 -1.02 1.58
H 1.94 -1.34 0.02
H 3.06 -0.41 1.01
H 2.41 -1.78 1.67
```

Summary:
- SMILES string: C=CC(=C)CCC
- Calculated total energy: -273.8211 a.u.
- LUMO energy: 0.57 eV
- Net charge: 0
- Spin multiplicity: 1
- Frontier orbital gap: 9.0 eV
- E_HOMO: -8.42 eV


[2]
# C33H52F3N5O12

9 unconnected molecules or ions with the total composition C33H52F3N5O12 (ωB97M-V/def2-TZVPD, OMol25).

XYZ file:
```
105
Properties=species:S:1:pos:R:3
O -3.89 -10.16 -0.91
C -3.38 -9.07 -0.76
O -2.19 -8.71 -1.21
C -1.89 -7.46 -0.63
C -3.20 -6.88 -0.32
F -3.73 -6.22 -1.32
O -3.97 -8.05 -0.14
H -1.20 -7.57 0.22
H -1.33 -6.76 -1.24
H -3.22 -6.23 0.55
O -5.06 -2.16 -0.77
C -5.35 -1.49 -1.76
O -6.58 -1.11 -2.12
C -6.65 -0.52 -3.43
C -5.10 -0.27 -3.66
F -4.85 1.02 -3.34
O -4.52 -1.15 -2.70
H -6.99 -1.28 -4.13
H -7.31 0.35 -3.48
H -4.79 -0.47 -4.69
O 0.29 5.61 -0.57
C -0.88 5.35 -0.25
O -1.96 5.38 -1.17
C -3.14 5.23 -0.50
C -2.63 4.35 0.70
F -2.44 3.12 0.33
O -1.36 4.90 0.96
H -3.50 6.21 -0.19
H -3.84 4.68 -1.13
H -3.39 4.41 1.49
C 5.36 2.66 0.14
C 5.34 2.82 -1.42
O 4.23 3.59 -1.87
C 3.03 3.03 -2.14
O 2.75 1.85 -1.98
O 2.25 3.94 -2.58
C 0.86 3.64 -2.94
H 5.05 3.61 0.58
H 6.35 2.28 0.40
H 4.68 1.89 0.50
H 5.34 1.84 -1.90
H 6.21 3.38 -1.76
H 0.95 3.22 -3.94
H 0.28 4.56 -2.94
H 0.42 2.87 -2.31
C -0.44 0.24 -1.23
C -0.53 -0.84 -0.20
C -1.75 -1.65 -0.34
C -1.77 -2.96 0.39
N -1.80 -3.95 0.99
H 0.51 0.77 -1.29
H -1.24 0.99 -1.27
H -0.52 -0.04 -2.28
H -0.59 -0.34 0.77
H 0.38 -1.43 -0.16
H -1.91 -1.99 -1.37
H -2.65 -1.10 -0.09
C 4.81 -1.83 2.57
C 3.78 -2.68 1.80
C 2.37 -2.72 2.40
C 1.98 -1.38 2.88
N 1.60 -0.34 3.23
H 4.57 -0.77 2.67
H 5.76 -1.82 2.05
H 5.09 -2.37 3.47
H 4.15 -3.68 1.56
H 3.70 -2.26 0.80
H 2.36 -3.39 3.27
H 1.65 -3.16 1.71
C -3.51 -0.79 3.96
C -2.29 -0.16 3.27
C -1.84 1.16 3.78
C -2.90 2.18 3.96
N -3.72 3.01 4.03
H -4.37 -0.13 3.82
H -3.23 -0.86 5.02
H -3.71 -1.82 3.67
H -2.39 -0.08 2.19
H -1.50 -0.89 3.45
H -1.12 1.53 3.05
H -1.19 1.16 4.66
C 1.48 2.79 1.14
C 2.40 3.98 1.52
C 1.74 5.06 2.36
C 1.11 4.49 3.63
N 0.68 3.97 4.56
H 0.71 2.99 0.39
H 0.99 2.35 2.01
H 2.12 1.99 0.77
H 2.82 4.53 0.68
H 3.28 3.57 2.00
H 1.01 5.61 1.77
H 2.49 5.76 2.74
C 4.42 -1.91 -2.13
C 2.92 -1.88 -1.71
C 1.98 -1.61 -2.91
C 2.17 -2.45 -4.05
N 2.30 -3.12 -5.06
H 4.91 -0.98 -2.39
H 4.55 -2.66 -2.91
H 4.92 -2.31 -1.25
H 2.79 -1.10 -0.96
H 2.49 -2.72 -1.17
H 1.95 -0.57 -3.26
H 0.93 -1.66 -2.63
```

Summary:
- SMILES string: O=C1OC[C@@H](F)O1.O=C1OC[C@@H](F)O1.O=C1OC[C@@H](F)O1.CCOC(=O)OC.CCCC#N.CCCC#N.CCCC#N.CCCC#N.CCCC#N
- Calculated total energy: -2764.8290 a.u.
- LUMO energy: 0.00 eV
- Net charge: 0
- Spin multiplicity: 1
- Frontier orbital gap: 10.8 eV
- E_HOMO: -10.79 eV


[3]
# C5H14ClCoO3

A molecular structure, C5H14ClCoO3 (ωB97M-V/def2-TZVPD, OMol25).

XYZ file:
```
24
Properties=species:S:1:pos:R:3
Co 3.74 -0.13 -1.13
Cl 1.74 0.91 -1.74
C 1.54 2.73 2.44
C 1.39 1.30 2.99
O 0.06 0.86 2.97
O 0.89 2.99 1.21
H 2.60 2.99 2.34
H 1.07 3.37 3.19
H 1.84 1.25 3.99
H 2.11 0.66 2.45
H -0.19 1.09 2.06
H 1.38 2.45 0.57
C -2.80 -1.39 -1.90
C -1.51 -1.94 -1.19
C -0.50 -2.28 -2.29
O -0.96 -0.89 -0.38
H -2.49 -0.55 -2.52
H -3.56 -1.06 -1.19
H -3.28 -2.12 -2.56
H -1.68 -2.84 -0.61
H -0.94 -3.04 -2.95
H 0.41 -2.73 -1.90
H -0.27 -1.36 -2.84
H -0.59 -0.25 -1.00
```

Summary:
- Calculated total energy: -2267.1260 a.u.
- LUMO energy (spin up / spin down): -7.71 / -9.74 eV
- Net charge: +1
- Spin multiplicity: 4
- Frontier orbital gap (spin up / spin down): 5.4 / 3.0 eV
- E_HOMO (spin up / spin down): -13.15 / -12.73 eV


[4]
# C18H29N6O3

A gas-phase ion, C18H29N6O3 (charge +1) (ωB97M-V/def2-TZVPD, OMol25).

XYZ file:
```
56
Properties=species:S:1:pos:R:3
C -3.30 -4.28 -0.09
C -3.14 -3.37 -1.30
C -2.85 -1.91 -0.94
C -1.48 -1.75 -0.27
C -1.14 -0.28 0.00
C -2.15 0.32 0.91
N -2.03 0.20 2.22
N -3.06 0.83 2.75
N -3.80 1.32 1.86
N -3.27 1.03 0.66
C -3.81 1.55 -0.56
C -3.10 2.85 -0.95
O -1.73 2.57 -1.16
C -1.02 3.70 -1.64
N 0.15 -0.12 0.75
C 1.27 -1.02 0.39
C 2.47 -0.78 1.32
N 2.88 0.60 1.25
C 3.88 1.12 0.46
O 3.82 2.28 0.09
C 5.04 0.29 0.12
C 6.12 0.70 -0.62
C 7.02 -0.39 -0.63
C 6.43 -1.37 0.11
O 5.24 -0.98 0.57
C 1.81 1.49 1.62
C 0.62 1.29 0.69
H -2.36 -4.41 0.44
H -3.63 -5.26 -0.41
H -4.04 -3.88 0.60
H -4.07 -3.39 -1.88
H -2.35 -3.75 -1.95
H -2.88 -1.31 -1.85
H -3.64 -1.56 -0.27
H -1.48 -2.30 0.67
H -0.74 -2.19 -0.94
H -1.07 0.28 -0.94
H -4.87 1.75 -0.39
H -3.69 0.81 -1.35
H -3.56 3.25 -1.86
H -3.21 3.59 -0.14
H 0.01 3.38 -1.80
H -1.44 4.05 -2.58
H -1.05 4.51 -0.91
H -0.12 -0.30 1.74
H 0.95 -2.06 0.48
H 1.55 -0.82 -0.65
H 3.28 -1.44 1.04
H 2.18 -1.01 2.35
H 6.24 1.65 -1.09
H 7.98 -0.43 -1.11
H 6.76 -2.36 0.37
H 2.17 2.52 1.53
H 1.52 1.31 2.66
H -0.20 1.96 0.96
H 0.92 1.51 -0.34
```

Summary:
- SMILES string: CCCC[C@@H](c1nnnn1CCOC)[NH+]1CCN(C(=O)c2ccco2)CC1
- Calculated total energy: -1257.2731 a.u.
- LUMO energy: -2.23 eV
- Net charge: +1
- Spin multiplicity: 1
- Frontier orbital gap: 9.4 eV
- E_HOMO: -11.61 eV